(1)
# C4H10N2S

A molecular structure, C4H10N2S (ωB97M-V/def2-TZVPD, the Open Molecules 2025 dataset).

Each line ends with the natural charge from an NBO analysis.
Atoms and positions in Å:
C: -2.75232 0.25995 -0.02246  -0.459
C: -0.30477 -0.39708 -0.00306  0.270
C: 1.90110 -1.33032 0.08223  -0.479
C: 1.44568 1.24981 -0.17465  -0.463
H: -3.31332 -0.32318 0.82979  0.204
H: -2.70796 -0.64727 -0.74419  0.259
H: -3.34583 1.24366 -0.14888  0.214
H: -0.95036 1.43379 0.77765  0.391
H: 1.16922 -2.46169 0.37652  0.288
H: 2.20123 -1.35208 -0.98538  0.210
H: 2.66185 -1.06572 1.11301  0.212
H: 1.44678 2.30933 0.50365  0.228
H: 1.02161 1.59943 -1.06061  0.206
H: 2.56393 1.04234 -0.64593  0.222
N: -1.26818 0.60086 0.03861  -0.624
N: 0.98409 -0.21158 0.17070  -0.438
S: -0.75275 -1.95024 -0.10701  -0.241

Calculated values
E	-665.9256	Ha
strongest force on any atom	5.0	eV/Å
LUMO level	0.0205	hartree
energy above the lowest of the compared OMol25 structures with the same formula, charge and spin	111.3	kcal per mole
orbital gap	8.15	eV
HOMO energy	-7.588	eV



(2)
# C4H10N2S

C4H10N2S in the gas phase (ωB97M-V/def2-TZVPD, the Open Molecules 2025 dataset).

Each line ends with the natural charge from an NBO analysis.
Atoms and positions in Å:
C: -0.25981 -0.31065 -0.97660  0.053
C: -0.01392 1.08717 1.02533  -0.503
C: -1.14251 -1.48560 -0.74129  -0.674
C: 1.35588 0.81402 1.56134  -0.654
N: -0.73709 0.73712 -1.68036  -0.344
N: -0.15100 1.93207 -1.63458  -0.511
S: -0.34040 2.54222 0.22476  0.208
H: 0.80839 -0.46822 -1.05006  0.195
H: -0.84366 0.65692 1.57019  0.198
H: -1.99933 -1.21961 -0.12262  0.226
H: -0.59466 -2.28420 -0.25164  0.234
H: -1.52552 -1.86169 -1.69251  0.223
H: 1.47049 1.27740 2.54517  0.212
H: 2.12115 1.23377 0.91038  0.207
H: 1.53076 -0.25477 1.67413  0.201
H: -1.74935 0.82042 -1.73138  0.382
H: 0.86139 1.81917 -1.69309  0.348

Calculated values
E	-665.9927	Ha
strongest force on any atom	1.6	eV/Å
LUMO level	0.0322	hartree
energy above the lowest of the compared OMol25 structures with the same formula, charge and spin	69.2	kcal per mole
orbital gap	8.74	eV
HOMO energy	-7.861	eV



(3)
# C4H10N2Si

2 unconnected molecules or ions with the total composition C4H10N2Si (ωB97M-V/def2-TZVPD, the Open Molecules 2025 dataset).

Each line ends with the Löwdin spin population.
Atoms and positions in Å:
C: 1.15844 0.86272 1.38553  0.032
C: 1.52442 -0.05679 0.44338  0.013
C: -1.56139 -1.35339 1.14172  0.141
C: -1.34140 -0.53758 -0.11837  0.651
N: -1.95130 1.24521 -1.59970  0.632
N: -1.76763 0.37238 -0.73985  0.411
Si: 1.79749 0.39007 -1.32307  0.016
H: 1.08688 0.61637 2.39051  0.002
H: 0.85009 1.83502 1.08504  0.001
H: 1.62556 -1.06896 0.70139  0.001
H: -2.16339 -2.16443 0.75977  0.006
H: -0.54308 -1.79070 1.39356  0.013
H: -2.03396 -0.81232 1.94071  0.023
H: -2.17642 0.70443 -2.40370  0.041
H: 0.87547 -0.33746 -2.18891  0.011
H: 1.33352 1.66942 -1.38999  0.002
H: 3.28669 0.42603 -1.47803  0.002

Calculated values
E	-557.1248	Ha
<S²>	2.01
strongest force on any atom	5.1	eV/Å
LUMO level (alpha / beta)	0.0426 / -0.0492	hartree
energy above the lowest of the compared OMol25 structures with the same formula, charge and spin	70.9	kcal per mole
orbital gap (alpha / beta)	6.60 / 8.42	eV
multiplicity	3
HOMO energy (alpha / beta)	-5.440 / -9.761	eV



(4)
# C4H10N2Si2

C4H10N2Si2 in the gas phase (ωB97M-V/def2-TZVPD, the Open Molecules 2025 dataset).

Each line ends with the natural charge from an NBO analysis.
Atoms and positions in Å:
C: 3.29760 -0.70010 -0.05589  -0.506
C: -3.27633 -0.70475 -0.06508  -0.502
C: 2.52557 0.35697 0.09080  0.020
C: -2.53424 0.39257 0.08314  0.028
N: 1.19602 0.35297 -0.09423  -1.184
N: -1.19752 0.34170 0.09215  -1.184
Si: -0.00334 1.64706 -0.00734  1.534
Si: -0.03385 -0.96553 0.05368  1.484
H: 4.41071 -0.75231 0.05838  0.208
H: 2.91061 -1.60450 -0.32042  0.178
H: -4.37794 -0.80740 -0.16806  0.207
H: -2.85706 -1.61921 -0.09200  0.171
H: 3.09107 1.36198 0.35416  0.181
H: -2.87428 1.34335 -0.03220  0.180
H: -0.14443 2.45051 1.13792  -0.215
H: -0.18150 2.35992 -1.21551  -0.216
H: 0.51261 -1.74789 -1.05231  -0.191
H: -0.46370 -1.70536 1.23281  -0.192

Calculated values
E	-846.8760	Ha
strongest force on any atom	4.0	eV/Å
LUMO level	0.0188	hartree
energy above the lowest of the compared OMol25 structures with the same formula, charge and spin	0.0	kcal per mole
orbital gap	8.54	eV
HOMO energy	-8.027	eV



(5)
# C4H10N3

A gas-phase ion, C4H10N3 (charge +1) (ωB97M-V/def2-TZVPD, the Open Molecules 2025 dataset).

Each line ends with the natural charge from an NBO analysis.
Atoms and positions in Å:
C: 0.90724 -0.56064 1.44658  -0.221
C: 0.18840 0.38910 -2.26223  -0.601
C: -0.05212 -1.61363 1.30155  -0.241
C: 0.00058 1.12154 -0.84700  -0.269
N: -1.67135 0.52976 1.02907  -0.232
N: -0.60669 -0.46611 0.70255  -0.009
N: -1.14790 0.40965 -0.32305  0.004
H: 0.85948 0.14977 2.34868  0.243
H: 1.97611 -0.48760 1.13252  0.282
H: -1.48245 1.30878 1.66548  0.383
H: 0.71238 0.89947 -3.01376  0.244
H: 0.68770 -0.52865 -2.08343  0.205
H: -0.77125 0.20905 -2.68623  0.238
H: -0.51598 -2.15729 2.11922  0.269
H: 0.17579 -2.35743 0.54327  0.263
H: -0.21357 2.19132 -0.91324  0.245
H: 0.95363 0.96291 -0.15999  0.198

Calculated values
E	-322.1476	Ha
strongest force on any atom	4.3	eV/Å
LUMO level	-0.1403	hartree
energy above the lowest of the compared OMol25 structures with the same formula, charge and spin	196.4	kcal per mole
orbital gap	11.22	eV
charge	+1
HOMO energy	-15.032	eV



(6)
# C4H10N3

A gas-phase ion, C4H10N3 (charge +1) (ωB97M-V/def2-TZVPD, the Open Molecules 2025 dataset).

Each line ends with the natural charge from an NBO analysis.
Atoms and positions in Å:
C: 0.49172 0.04831 -1.87216  0.267
C: -0.65795 -0.25733 0.45401  0.245
C: -1.82253 0.64753 0.57366  -0.704
C: 1.72276 -0.50369 1.19931  -0.412
N: 1.25643 0.50768 -0.97677  -0.392
N: -0.59160 -0.65356 -1.57163  -0.671
N: 0.77343 0.33880 0.32069  -0.275
H: 0.70871 0.34042 -2.98061  0.259
H: -0.76288 -1.36324 0.64019  0.274
H: -1.63865 1.59567 0.25303  0.240
H: -2.25739 0.64541 1.57191  0.269
H: -2.57409 0.27640 -0.07006  0.275
H: 1.68409 -0.32587 2.29742  0.250
H: 1.53444 -1.48568 0.92034  0.223
H: 2.76804 -0.31901 0.89787  0.262
H: -1.39387 -0.84481 -2.24140  0.434
H: 0.75934 1.35296 0.58420  0.454

Calculated values
E	-322.2866	Ha
strongest force on any atom	5.3	eV/Å
LUMO level	-0.1755	hartree
energy above the lowest of the compared OMol25 structures with the same formula, charge and spin	109.2	kcal per mole
orbital gap	8.94	eV
charge	+1
HOMO energy	-13.718	eV



(7)
# C4H10N3

A gas-phase ion, C4H10N3 (charge +1) (ωB97M-V/def2-TZVPD, the Open Molecules 2025 dataset).

Each line ends with the natural charge from an NBO analysis.
Atoms and positions in Å:
C: -0.26109 -0.54486 1.15551  -0.102
C: 0.15541 -1.76210 0.79839  -0.072
C: -0.14942 0.50454 -0.00030  0.211
C: -1.46086 1.11208 -0.49569  -0.656
N: 0.35213 -0.32578 -1.17112  -0.393
N: 0.95798 1.36116 0.43745  -0.868
N: 0.86198 -1.65793 -0.46110  -0.411
H: -0.73156 -0.16353 2.00920  0.251
H: 0.11833 -2.67563 1.25459  0.251
H: -1.47148 2.12625 -0.82578  0.246
H: -2.17143 1.31121 0.28957  0.243
H: -1.91363 0.54945 -1.21209  0.243
H: 1.10975 0.22538 -1.54294  0.391
H: 1.11455 1.61271 1.38633  0.399
H: 0.80151 2.25130 -0.07251  0.379
H: 1.87340 -1.56560 -0.32142  0.431
H: 0.81443 -2.35865 -1.22809  0.453

Calculated values
E	-322.3346	Ha
strongest force on any atom	4.0	eV/Å
LUMO level	-0.1280	hartree
energy above the lowest of the compared OMol25 structures with the same formula, charge and spin	79.1	kcal per mole
orbital gap	10.73	eV
charge	+1
HOMO energy	-14.210	eV



(8)
# C4H10N3

2 unconnected molecules or ions with the total composition C4H10N3 (ωB97M-V/def2-TZVPD, the Open Molecules 2025 dataset).

Each line ends with the natural charge from an NBO analysis.
Atoms and positions in Å:
C: 2.05069 1.15914 -2.39541  -0.733
C: 1.38740 1.05849 -1.26370  0.156
C: -0.72067 0.93019 0.95305  0.386
C: 0.11361 -1.33851 0.63105  -0.056
N: -0.46716 -2.60023 0.18501  -0.851
N: -1.51925 1.92404 1.27823  -0.711
N: -1.00685 -0.30627 0.88368  -0.516
H: 2.26980 0.17813 -2.70712  0.292
H: 2.23915 2.10495 -2.96032  0.310
H: -1.05878 2.76598 1.32571  0.409
H: 0.27431 1.18504 0.84760  0.232
H: 0.62838 -1.27702 1.55581  0.215
H: 0.72657 -0.73893 -0.16681  0.208
H: -0.04706 -3.43762 0.59740  0.401
H: -0.44237 -2.79618 -0.82351  0.393
H: -2.50442 1.97377 1.20399  0.423
H: -1.92334 -0.78499 0.85532  0.443

Calculated values
E	-322.2861	Ha
strongest force on any atom	3.5	eV/Å
LUMO level	-0.1531	hartree
energy above the lowest of the compared OMol25 structures with the same formula, charge and spin	109.5	kcal per mole
orbital gap	9.70	eV
charge	+1
HOMO energy	-13.866	eV